No. 1
C10H15N | wB97M-V/def2-TZVPD

The geometry in XYZ format:
```
26
Properties=species:S:1:pos:R:3:lowdin_charge:R:1
C -1.653 -1.180 -0.018 -0.18
N -2.484 0.024 0.375 -0.02
C -1.629 1.247 -0.276 -0.08
C -0.213 0.838 -0.091 -0.40
C 0.741 0.927 -1.263 -0.08
C 1.695 -0.186 -0.691 -0.19
C 0.734 -1.318 -0.782 -0.17
C -0.308 -0.752 0.127 -0.42
C 0.604 -0.884 1.312 -0.13
C 1.526 0.206 0.902 -0.26
C 0.643 1.405 1.057 -0.07
H -2.017 -2.040 0.707 0.16
H -1.751 -1.552 -1.062 0.12
H -3.306 -0.022 -0.251 0.08
H -1.770 2.113 0.418 0.11
H -2.048 1.450 -1.348 0.14
H 0.542 0.711 -2.300 0.11
H 1.502 1.775 -1.253 0.14
H 2.723 -0.380 -1.064 0.15
H 0.440 -1.434 -1.896 0.15
H 1.066 -2.324 -0.457 0.13
H 0.231 -0.650 2.386 0.16
H 1.071 -1.887 1.328 0.13
H 2.562 0.199 1.420 0.16
H 0.148 1.230 1.963 0.10
H 0.952 2.482 0.754 0.16
```

## Properties
* Kohn-Sham gap: 10.12 eV
* SMILES: C1NC[C@]23C[C@@H]4C[C@]12C[C@@H]4C3
* charge: 0
* ΔE to the lowest compared entry with this formula, charge and spin: 65.1 kcal per mole



No. 2
C2H44F6N3O22S2 | wB97M-V/def2-TZVPD

The geometry in XYZ format:
```
79
Properties=species:S:1:pos:R:3:lowdin_charge:R:1
N -2.632 10.237 0.550 0.32
H -1.669 10.101 0.824 0.12
H -2.752 11.233 0.671 0.05
H -3.162 9.720 1.237 0.15
H -2.833 9.918 -0.386 0.03
N 1.243 8.706 -0.499 0.34
H 2.107 9.215 -0.615 0.16
H 1.362 7.834 -0.004 0.16
H 0.856 8.671 -1.432 0.09
H 0.752 9.346 0.108 0.12
C -2.390 6.764 -1.572 -0.66
F -1.104 7.043 -1.830 0.11
F -2.571 5.478 -1.817 0.17
F -2.673 6.955 -0.299 0.16
S -3.533 7.844 -2.635 0.80
O -3.188 7.554 -4.000 -0.26
O -4.938 7.486 -2.277 -0.26
N -3.164 9.509 -2.044 -0.35
S -3.721 10.395 -3.218 0.65
O -2.898 10.287 -4.446 -0.28
O -5.169 10.244 -3.431 -0.25
C -3.529 12.086 -2.366 -0.52
F -2.258 12.167 -1.902 0.09
F -3.646 13.095 -3.294 0.13
F -4.419 12.180 -1.327 0.11
O -7.825 9.216 -4.050 -0.06
H -7.584 9.734 -3.282 0.00
H -6.992 8.894 -4.394 -0.04
O -3.767 4.068 -3.737 -0.05
H -4.213 4.412 -4.511 0.07
H -2.835 4.160 -3.936 -0.03
O -3.133 8.237 -6.652 -0.03
H -2.469 7.770 -7.160 0.06
H -2.804 8.219 -5.754 -0.02
O -1.429 11.076 -6.630 -0.08
H -1.718 11.985 -6.550 -0.02
H -1.992 10.591 -6.026 -0.04
O -2.843 13.375 -6.042 -0.05
H -3.047 13.793 -6.878 0.06
H -3.673 12.993 -5.756 -0.01
O -6.400 13.701 -2.878 -0.04
H -5.994 13.543 -2.026 0.02
H -6.054 14.549 -3.155 0.00
O 0.010 12.406 -0.415 -0.03
H -0.055 11.651 0.169 0.03
H 0.943 12.619 -0.429 0.08
O -5.519 12.557 -5.611 -0.03
H -6.013 13.193 -6.128 0.06
H -5.644 12.836 -4.704 0.00
O -0.543 9.548 -2.304 -0.08
H -0.436 9.000 -3.082 0.08
H -1.489 9.672 -2.226 -0.05
O -5.733 8.202 -5.692 -0.04
H -4.815 8.008 -5.883 -0.02
H -6.208 7.900 -6.467 0.06
O -4.795 15.935 -3.791 -0.03
H -5.138 16.813 -3.624 0.06
H -3.998 15.885 -3.265 0.05
O 0.677 11.962 -3.293 -0.04
H 0.814 12.064 -2.351 -0.03
H -0.053 11.348 -3.364 0.00
O -2.794 12.896 1.114 -0.03
H -2.508 13.255 0.274 0.00
H -3.635 13.323 1.283 0.08
O -5.845 9.324 0.163 -0.05
H -6.765 9.305 0.427 0.05
H -5.847 8.998 -0.737 0.00
O -1.168 4.217 -4.265 -0.01
H -0.691 4.999 -3.986 0.05
H -1.178 3.653 -3.492 0.06
O -7.388 5.637 -2.696 -0.04
H -7.552 5.196 -1.862 0.03
H -6.478 5.926 -2.640 -0.02
O -4.654 3.334 -1.287 -0.06
H -3.831 3.501 -0.829 0.01
H -4.464 3.534 -2.204 -0.03
O -1.364 14.690 -0.704 -0.04
H -0.689 15.054 -0.130 0.05
H -1.007 13.850 -0.991 -0.02
```

## Properties
* Kohn-Sham gap: 5.83 eV
* charge: +1



No. 3
FHN2O3 | wB97M-V/def2-TZVPD

The geometry in XYZ format:
```
7
Properties=species:S:1:pos:R:3:lowdin_charge:R:1
O 1.243 -0.862 0.290 0.12
N 0.074 -0.779 0.505 -0.38
O -0.696 -1.553 0.949 0.15
N -0.490 0.582 0.223 -0.07
O 0.396 1.380 -0.313 0.06
F -1.535 0.306 -0.715 -0.01
H 1.008 0.925 -0.939 0.14
```

## Properties
* Kohn-Sham gap: 11.11 eV
* SMILES: O=[N+]([O-])N(O)F
* charge: 0
* ΔE to the lowest compared entry with this formula, charge and spin: 30.7 kcal per mole



No. 4
C4H3N2OS | wB97M-V/def2-TZVPD

The geometry in XYZ format:
```
11
Properties=species:S:1:pos:R:3:lowdin_charge:R:1
C -0.502 0.253 -0.729 -0.07
C 0.077 0.139 -1.989 -0.16
C 0.622 0.338 0.151 -0.34
C 0.780 0.143 1.479 -0.15
N 1.416 0.387 -1.870 -0.06
N 1.738 0.489 -0.651 -0.03
O 1.191 0.106 2.545 0.19
S -2.098 -0.480 2.137 -0.08
H -1.562 0.218 -0.376 0.04
H -0.336 -0.012 -2.892 0.04
H -1.327 -1.581 2.197 -0.40
```

## Properties
* Kohn-Sham gap: 7.26 eV
* charge: -1
* ΔE to the lowest compared entry with this formula, charge and spin: 47.2 kcal per mole



No. 5
C7H9IN | wB97M-V/def2-TZVPD

The geometry in XYZ format:
```
18
Properties=species:S:1:pos:R:3:lowdin_charge:R:1
C -0.944 0.407 0.213 -0.46
C -1.488 0.999 1.255 -0.18
C 1.060 -0.644 -0.053 -0.06
C 0.208 1.092 -1.971 0.03
C -0.407 -1.007 0.203 -0.22
C 1.039 0.775 -0.696 -0.18
C -0.261 1.433 -0.567 -0.55
N -0.642 -1.539 1.562 0.23
I -0.861 3.229 0.749 1.18
H 1.744 -0.588 0.869 0.16
H 1.579 -1.399 -0.579 0.11
H 0.647 1.832 -2.458 0.06
H -0.368 0.537 -2.721 0.14
H -0.807 -1.654 -0.642 0.19
H 1.891 1.360 -0.759 0.13
H -1.336 -0.790 1.795 0.10
H 0.096 -1.664 2.222 0.17
H -1.151 -2.379 1.577 0.15
```

## Properties
* Kohn-Sham gap: 7.81 eV
* charge: +1
* ΔE to the lowest compared entry with this formula, charge and spin: 18.9 kcal per mole



No. 6
C5H9N2 | wB97M-V/def2-TZVPD

The geometry in XYZ format:
```
16
Properties=species:S:1:pos:R:3:lowdin_charge:R:1
C 3.411 0.421 -0.076 0.10
C -2.200 0.040 -0.412 -0.12
C -1.379 -1.253 -0.040 -0.11
C -1.008 0.925 0.116 -0.14
C -0.546 -0.319 0.739 0.00
N 1.392 -0.845 -0.191 0.23
N 2.370 -0.285 -0.057 -0.08
H 3.567 1.040 -0.819 0.05
H 4.155 0.492 0.677 0.10
H -2.540 0.192 -1.460 0.12
H -3.109 0.521 0.122 0.15
H -1.856 -2.062 0.544 0.13
H -0.631 -1.779 -0.839 0.18
H -0.435 1.430 -0.678 0.14
H -1.126 1.847 0.681 0.13
H -0.065 -0.367 1.690 0.13
```

## Properties
* Kohn-Sham gap (alpha / beta): 7.94 / 7.94 eV
* charge: +1
* ΔE to the lowest compared entry with this formula, charge and spin: 166.9 kcal per mole



No. 7
C3H3Cl | wB97M-V/def2-TZVPD

The geometry in XYZ format:
```
7
Properties=species:S:1:pos:R:3:lowdin_charge:R:1
C -0.090 0.020 0.742 -0.31
C 0.635 -1.141 0.830 0.14
C -0.387 0.416 -0.576 -0.50
Cl -0.423 2.121 -1.122 0.53
H -0.303 0.572 1.608 0.07
H 0.772 -1.862 0.043 0.02
H -0.205 -0.126 -1.526 0.06
```

## Properties
* Kohn-Sham gap (alpha / beta): 7.31 / 8.53 eV
* charge: 0
* ΔE to the lowest compared entry with this formula, charge and spin: 57.5 kcal per mole